The molecule C4H10N4. Source: OMol25; level of theory: ωB97M-V with the def2-TZVPD basis set.

```
18
Properties=species:S:1:pos:R:3:forces:R:3
N 0.19860 -0.19296 0.21902 -0.1 -0.1 -0.1
C -1.29456 -0.44452 -0.01418 0.3 0.2 0.0
N 0.96730 -0.98096 -0.73039 -0.2 0.3 0.3
N 0.64048 -0.48901 1.55524 -0.1 0.1 -0.3
N -1.80940 -1.69826 0.33032 0.0 -0.1 0.0
C -1.71471 0.70164 -0.50357 0.3 0.0 0.0
C 0.21213 1.33669 -0.01139 0.1 -0.4 0.0
C 1.21301 1.88230 -0.75864 -0.2 -0.1 0.0
H 1.88765 -0.54152 -0.76805 -0.1 0.0 0.0
H 0.52405 -0.81422 -1.63237 0.0 0.0 0.0
H 0.78145 -1.49577 1.58756 0.0 0.0 0.0
H 1.54372 -0.03225 1.66336 0.0 0.0 0.0
H -1.28527 -2.48732 -0.02604 0.0 0.1 0.0
H -2.00562 -1.80766 1.31698 0.0 0.0 -0.1
H -2.74478 0.85243 -0.81766 0.0 -0.1 0.0
H -0.09446 1.82335 0.90129 0.0 0.0 0.0
H 1.54458 1.45788 -1.69846 0.0 0.0 0.0
H 1.43583 2.93015 -0.61302 0.0 0.0 0.0
```
Positions in Å, forces in eV/Å.

As for the energy above the lowest of the compared OMol25 structures with the same formula, charge and spin: 153.0 kcal per mole. The calculation puts the molecular weight at 114.15 g/mol. Its HOMO energy is -6.72 eV. The electronic energy is -10264.2164 eV. For the gap between HOMO and LUMO, the calculation gives 7.56 eV. The value obtained for the largest force on an atom is 0.46 eV/A.

A structure of composition ClFeH4O2. Source: OMol25; level of theory: ωB97M-V with the def2-TZVPD basis set.

```
8
Properties=species:S:1:pos:R:3:forces:R:3
Fe -2.64776 2.23727 3.45612 0.8 -0.9 -0.8
Cl -0.64031 -0.11099 1.20974 -0.8 0.9 0.8
O -0.47328 -4.41327 -0.63395 0.1 -0.1 0.0
H -1.17093 -4.25718 -1.27048 -0.2 0.0 -0.2
H -0.54933 -3.68945 -0.01223 0.0 0.1 0.2
O 1.85190 3.61568 -1.24827 -0.1 0.1 -0.1
H 1.62974 2.69032 -1.14542 0.0 -0.3 -0.1
H 1.99996 3.92761 -0.35552 0.1 0.1 0.2
```
Positions in Å, forces in eV/Å.

As for the energy above the lowest of the compared OMol25 structures with the same formula, charge and spin: 105.9 kcal per mole. The calculation puts the molecular weight at 127.33 g/mol. Its charge is +1. Its HOMO energy (alpha / beta) is -13.40 / -13.41 eV. The electronic energy is -51055.2396 eV. For the gap between HOMO and LUMO (alpha / beta), the calculation gives 3.68 / 3.34 eV. The value obtained for the largest force on an atom is 1.45 eV/A. Its spin multiplicity is 5.

A cluster of 4 separate species, C27H68ClN3O18P5 in total. Source: OMol25; level of theory: ωB97M-V with the def2-TZVPD basis set.

```
122
Properties=species:S:1:pos:R:3:forces:R:3
C 4.65394 -2.21304 4.79954 -0.2 0.6 -0.7
C 3.44262 -1.18878 5.05566 1.9 -0.8 0.5
N 2.95679 -0.77677 3.71695 0.5 -1.0 0.4
N 1.63499 -0.29310 3.72179 -0.9 0.8 0.6
C 1.48598 1.16708 3.38349 -0.7 2.3 -0.3
C 0.42812 1.43930 2.24270 0.2 0.8 0.7
Cl 0.20651 3.25988 2.20598 0.4 -1.6 0.1
O -0.81212 0.89396 2.66423 1.2 -0.5 -0.4
C -0.76505 -0.53193 2.86104 -1.8 -0.8 0.0
C -1.80690 -1.27498 1.92480 0.5 -0.1 0.2
C -2.15660 -0.53466 0.58075 -1.2 -2.2 -1.7
C -2.69166 -1.67141 -0.42513 0.1 -0.5 0.7
O -1.06072 0.09665 -0.07845 0.1 0.6 0.9
P -1.45444 -0.74759 4.65605 0.1 0.8 1.3
N -1.96845 -2.44090 4.79590 -0.4 1.6 0.3
O -2.80593 0.27500 4.71149 1.2 -2.1 -0.9
C 0.67200 -1.18116 2.93962 -0.2 -0.3 0.2
P 1.48759 -1.74926 1.36436 1.4 -3.3 -4.1
O 0.59689 -2.29727 0.27444 0.8 1.5 2.4
O 2.51024 -3.03564 1.80794 -1.2 2.7 -0.1
O 2.51666 -0.60699 0.65288 -1.5 -1.2 1.6
H 5.48084 -2.09953 5.54970 -1.0 -0.1 -0.6
H 5.06753 -1.95192 3.77688 -0.2 -0.4 1.2
H 4.30403 -3.27985 4.74176 0.3 1.2 0.2
H 3.83977 -0.29496 5.63370 -0.7 -1.0 -0.5
H 2.68610 -1.76736 5.65929 0.3 1.0 -0.8
H 3.60338 -0.16249 3.22333 -0.4 0.0 0.2
H 1.30723 -0.38220 4.70528 -0.1 0.2 -0.5
H 1.09736 1.70392 4.30438 0.4 -0.8 -1.1
H 2.44354 1.68411 3.11013 -0.6 -1.0 0.2
H 0.74697 1.16268 1.20488 -0.5 0.0 1.0
H -1.42829 -2.33644 1.78931 -0.5 1.3 -0.2
H -2.78583 -1.40263 2.49038 1.0 0.2 -0.7
H -3.04547 0.14945 0.73615 1.5 -0.1 0.0
H -3.76911 -1.92940 -0.23995 1.0 0.3 -0.2
H -2.09528 -2.62044 -0.25506 -0.7 1.1 -0.4
H -2.58121 -1.38135 -1.50461 -0.2 0.0 1.0
H -0.83425 -0.35196 -0.90462 -0.4 -0.2 0.4
H -2.98562 -2.45773 4.97393 0.5 -0.2 -0.5
H -1.57023 -2.77853 5.68353 -0.1 0.2 -0.5
H -3.46046 0.02402 4.02755 0.2 0.4 0.3
H 0.56066 -2.10303 3.60131 0.2 0.8 -1.1
H 3.33469 -2.94872 1.29753 -0.2 -0.1 0.2
H 2.14188 -0.47763 -0.24454 0.2 0.0 0.4
O 4.68264 5.44140 -1.14649 4.1 0.8 0.9
P 5.61745 4.30646 -1.56619 -6.2 -4.4 -3.0
O 5.23618 4.25697 -3.17933 0.9 0.4 0.7
C 5.78285 5.27031 -4.02021 0.2 0.3 -0.4
C 7.28511 5.12510 -4.18277 0.1 -0.1 0.1
O 4.62769 3.09537 -1.00283 1.0 0.0 0.4
C 3.60216 3.33166 -0.04983 -0.4 0.2 0.0
C 2.27181 3.56365 -0.74168 -0.1 0.0 -0.1
O 6.84327 3.15127 -1.83648 0.3 3.0 1.1
C 6.74272 1.76701 -1.51769 0.2 -0.8 0.6
C 5.94370 0.99391 -2.55146 -0.1 0.3 -0.4
H 5.52976 6.25772 -3.62257 0.0 0.0 0.0
H 5.30073 5.17171 -4.99472 -0.1 -0.1 0.2
H 7.80111 5.30313 -3.23337 0.0 0.0 0.0
H 7.66682 5.84020 -4.91350 0.0 0.0 0.0
H 7.54542 4.11560 -4.50575 0.0 0.1 0.0
H 3.86086 4.15252 0.62162 0.0 0.1 -0.2
H 3.52810 2.43248 0.57539 0.2 -0.1 -0.1
H 2.33160 4.35748 -1.48734 0.1 0.1 0.2
H 1.49751 3.82440 -0.01868 0.1 0.0 -0.1
H 1.96200 2.66042 -1.27615 0.0 0.0 0.1
H 6.36109 1.62196 -0.50566 -0.1 0.1 -0.1
H 7.76449 1.37501 -1.50809 0.0 0.3 -0.1
H 4.94813 1.40808 -2.71118 0.1 0.0 0.2
H 5.83846 -0.04894 -2.24538 0.1 0.0 0.0
H 6.45232 1.02450 -3.51855 0.0 -0.1 0.1
O -2.36892 -5.18406 -1.13085 4.0 1.2 1.1
P -1.34205 -6.26304 -1.48374 -5.9 -5.3 -3.2
O -1.63441 -6.35245 -3.11449 0.8 0.6 0.6
C -1.11070 -5.31583 -3.93809 0.1 0.2 -0.3
C 0.40442 -5.36587 -4.02105 0.1 0.0 0.1
O -2.28291 -7.53012 -0.97010 1.1 0.4 0.4
C -3.37724 -7.36000 -0.07753 -0.5 0.0 0.1
C -4.67680 -7.21694 -0.84755 -0.1 0.0 -0.2
O -0.03242 -7.33742 -1.67658 0.1 3.2 1.0
C -0.06218 -8.72573 -1.34933 0.1 -0.9 0.7
C -0.75285 -9.55449 -2.41685 -0.1 0.3 -0.4
H -1.44664 -4.34223 -3.56677 0.0 0.0 0.0
H -1.53385 -5.45465 -4.93491 -0.1 -0.1 0.1
H 0.85755 -5.14591 -3.04851 0.0 0.0 0.0
H 0.77775 -4.63474 -4.74072 0.0 0.0 0.0
H 0.74474 -6.35959 -4.31683 -0.1 0.1 0.0
H -3.21189 -6.52298 0.60316 0.0 0.1 -0.2
H -3.42891 -8.25829 0.54543 0.2 0.0 -0.1
H -4.62289 -6.42100 -1.59236 0.1 0.1 0.2
H -5.50839 -7.00603 -0.17201 0.0 0.0 0.0
H -4.89456 -8.13829 -1.39308 0.0 0.0 0.1
H -0.48827 -8.88841 -0.35852 -0.1 0.1 -0.2
H 0.98043 -9.05137 -1.28063 0.0 0.3 -0.1
H -1.76233 -9.20625 -2.63413 0.0 0.0 0.2
H -0.80830 -10.59924 -2.10666 0.1 0.0 0.1
H -0.19496 -9.49751 -3.35549 0.0 -0.1 0.1
O -2.14658 4.85516 -0.55806 -0.6 -1.6 -3.9
P -3.62475 4.78814 -0.94915 -2.5 3.2 7.3
O -3.99827 6.39461 -0.77246 0.3 -0.7 -0.9
C -3.57296 7.28963 -1.79649 0.1 0.4 -0.3
C -4.32782 7.06827 -3.09484 0.0 -0.1 0.0
O -4.13393 4.21279 0.52350 -0.2 -0.6 -1.0
C -3.24687 3.59584 1.44466 0.3 0.0 0.4
C -2.73620 4.60821 2.45311 -0.2 0.2 0.1
O -5.18604 4.51029 -1.57590 2.9 -0.4 -1.5
C -6.26396 3.92512 -0.84919 -0.6 -0.8 0.3
C -6.93735 4.91743 0.08120 0.2 0.4 -0.1
H -2.49462 7.18788 -1.95294 0.0 0.0 0.0
H -3.76152 8.30234 -1.43479 0.0 -0.1 0.2
H -4.09045 6.08914 -3.52416 0.0 0.0 0.0
H -4.06663 7.83147 -3.83012 0.0 0.0 0.0
H -5.40583 7.09268 -2.92667 0.1 0.0 0.0
H -2.43094 3.08315 0.93150 0.0 0.2 0.0
H -3.81391 2.82135 1.97275 -0.2 0.1 -0.1
H -2.28955 5.47854 1.96809 0.1 -0.2 -0.1
H -1.99469 4.15926 3.11194 -0.2 0.0 0.1
H -3.56207 4.98406 3.06241 0.0 -0.1 0.0
H -5.94430 3.02082 -0.32923 0.1 0.2 0.1
H -6.99741 3.59625 -1.59191 0.2 0.1 -0.2
H -6.23926 5.38741 0.77362 0.0 -0.2 0.0
H -7.71722 4.42161 0.66184 0.0 -0.1 -0.1
H -7.39281 5.72516 -0.49797 0.0 -0.1 0.0
```
Positions in Å, forces in eV/Å.

As for the energy above the lowest of the compared OMol25 structures with the same formula, charge and spin: 266.6 kcal per mole. The calculation puts the molecular weight at 913.17 g/mol. Its charge is +1. Its HOMO energy is -11.36 eV. The electronic energy is -129385.4991 eV. For the gap between HOMO and LUMO, the calculation gives 8.52 eV. The value obtained for the largest force on an atom is 8.53 eV/A.

A structure of composition C29H32BF3O2. Source: OMol25; level of theory: ωB97M-V with the def2-TZVPD basis set.

```
67
Properties=species:S:1:pos:R:3:forces:R:3
C -3.60716 -1.86801 -0.29941 0.1 -0.1 0.1
C -3.47042 -0.33223 -0.22578 0.0 0.1 -0.1
C -4.55371 0.38782 -1.04442 -0.5 0.2 0.1
C -3.19335 0.20755 1.29881 0.2 0.3 -0.5
C -3.91701 1.46714 1.77640 -0.9 -0.5 0.5
C -3.23945 -0.92891 2.36042 0.2 -0.1 -0.2
O -1.81254 0.76069 1.22618 -0.9 -0.7 0.1
B -1.44086 0.67992 -0.06913 3.8 -3.5 -0.6
C 1.88399 -2.22726 0.49662 0.6 0.5 -0.2
C 2.35342 -1.40648 1.54280 0.3 -0.5 0.2
C 3.64419 -0.88933 1.44683 0.1 0.3 -0.4
C 4.27116 -0.97342 0.20086 0.5 0.3 -0.4
C 5.75306 -0.77054 0.05042 0.3 0.6 0.1
F 6.30566 -1.80634 -0.66792 -0.2 1.1 0.7
F 6.08292 0.39925 -0.60530 -0.1 -1.2 0.5
F 6.37091 -0.72052 1.26918 -0.2 -0.1 -1.1
C 3.54910 -1.29827 -0.95886 -0.5 0.2 0.5
C 2.33797 -1.95537 -0.79773 1.0 -0.1 0.1
C 1.05667 -3.39941 0.71440 -2.1 -0.7 1.3
C 0.03326 -3.72560 -0.36834 -0.9 -0.1 0.1
C 1.16374 -4.64248 -0.12795 0.7 -0.6 -0.5
O -2.26015 0.00900 -0.94552 -0.8 0.1 1.1
H -4.56167 -2.22775 0.12225 0.4 0.2 -0.1
H -3.53615 -2.23369 -1.33415 -0.2 0.4 0.1
H -2.77399 -2.36319 0.22966 -0.4 0.3 -0.2
H -5.59576 0.16918 -0.76131 0.4 0.0 0.2
H -4.40742 1.48205 -1.02297 0.0 -0.4 0.2
H -4.45219 0.09642 -2.10078 0.1 -0.1 0.4
H -5.00743 1.44930 1.66938 0.1 -0.1 -0.1
H -3.71496 1.50450 2.85180 0.0 0.3 -0.1
H -3.51221 2.38143 1.33565 -0.1 -0.3 -0.2
H -4.26928 -1.28183 2.59561 0.6 0.5 -0.3
H -2.66796 -1.82383 2.05727 -0.2 0.6 0.1
H -2.76802 -0.58489 3.28805 -0.2 0.2 -0.2
H 1.75436 -1.18955 2.43618 0.4 -0.8 -0.2
H 4.14516 -0.38025 2.29829 -0.5 -0.6 -0.7
H 3.86890 -1.01315 -1.96033 0.4 -0.4 0.3
H 1.84729 -2.36159 -1.68270 0.1 0.0 0.3
H 0.81946 -3.61962 1.76317 -0.2 0.4 -0.4
H -0.96687 -4.13481 -0.13216 0.7 0.6 -0.1
H 0.10983 -3.04826 -1.21642 -0.5 -0.3 0.2
H 1.99650 -4.64083 -0.82638 -0.2 -0.2 0.0
H 0.87175 -5.62936 0.28264 0.6 0.9 0.0
C 0.23283 0.46920 -0.60160 -1.3 2.3 0.0
C -0.31562 1.50556 -1.56716 -0.3 1.1 -1.3
C -0.72766 1.26654 -2.90634 0.8 0.1 0.6
C -1.20986 2.31372 -3.67685 -0.6 0.3 -0.3
C -1.51074 3.56162 -3.11199 0.2 -0.1 0.6
C -1.32357 3.74492 -1.73428 -0.2 0.0 -0.6
C -0.69486 2.76335 -0.99345 0.3 -1.1 -0.1
C 1.36182 1.18338 0.18065 0.5 1.0 0.3
C 2.45104 1.94944 -0.37765 -0.7 -0.4 0.2
C 3.37170 2.63035 0.44103 -0.2 -0.5 -0.6
C 3.22440 2.65977 1.81820 -0.3 -0.4 0.1
C 2.11203 2.04125 2.36594 -0.1 -0.4 -0.4
C 1.21870 1.32377 1.56396 0.0 0.1 0.1
H 0.49933 -0.49239 -1.08869 -0.5 0.8 0.5
H -0.65866 0.25401 -3.32447 0.2 0.5 0.1
H -1.43941 2.15854 -4.74116 0.2 0.0 0.5
H -1.89912 4.38460 -3.70725 0.0 -0.3 0.0
H -1.70013 4.62950 -1.22686 0.2 0.0 -0.2
H -0.52549 2.87889 0.08053 0.1 0.3 -0.3
H 2.54402 2.09099 -1.46391 0.0 -0.4 0.4
H 4.24700 3.10405 0.00252 -0.3 0.0 -0.1
H 3.96845 3.11993 2.45466 0.0 0.2 0.0
H 1.94344 2.05540 3.42663 -0.1 0.1 0.3
H 0.33965 0.88609 2.02221 0.1 -0.1 0.1
```
Positions in Å, forces in eV/Å.

As for the energy above the lowest of the compared OMol25 structures with the same formula, charge and spin: 0.0 kcal per mole. The calculation puts the molecular weight at 480.38 g/mol. Its HOMO energy is -7.94 eV. The electronic energy is -43515.9058 eV. For the gap between HOMO and LUMO, the calculation gives 8.52 eV. The value obtained for the largest force on an atom is 5.19 eV/A.